{"formula": "C21H24N6O5", "method": "ωB97M-V/def2-TZVPD", "largest_force_ha_per_bohr": 0.0474, "gap_ev": 7.595, "de_lowest_kj_mol": 11.46, "energy_ev": -41345.49317, "smiles": "O=c1[nH]nc2cc(CO)c3ccc(-c4ccc[nH]4)cc3n12.CNC(=O)[C@H](CO)NC(C)=O", "lumo_ev": -0.225, "homo_energy_ev": -7.821, "elements": ["O", "C", "N", "N", "C", "C", "C", "C", "O", "C", "C", "C", "C", "C", "C", "C", "C", "N", "C", "C", "N", "H", "H", "H", "H", "H", "H", "H", "H", "H", "H", "H", "H", "C", "N", "C", "O", "C", "C", "O", "N", "C", "C", "O", "H", "H", "H", "H", "H", "H", "H", "H", "H", "H", "H", "H"], "coordinates": [[0.3940, -1.5714, -2.8777], [-0.6482, -1.6262, -3.5224], [-0.6820, -1.7783, -4.8834], [-1.9455, -1.6334, -5.3853], [-2.6961, -1.4841, -4.3190], [-4.1362, -1.2985, -4.2750], [-4.7661, -1.0955, -3.0593], [-6.2658, -0.9157, -3.0393], [-6.5880, 0.4309, -2.6741], [-3.9495, -1.0736, -1.8138], [-4.5381, -0.8509, -0.5580], [-3.7631, -0.8212, 0.6027], [-2.3779, -1.0147, 0.5443], [-1.5429, -0.9713, 1.7542], [-1.9626, -0.9155, 3.0621], [-0.7852, -0.8822, 3.9122], [0.3140, -0.9209, 3.0979], [-0.1505, -0.9777, 1.7885], [-1.7901, -1.2431, -0.7038], [-2.5486, -1.2700, -1.8833], [-1.9624, -1.4900, -3.1409], [0.1535, -1.5734, -5.4221], [-4.6938, -1.3105, -5.2056], [-6.7112, -1.6223, -2.3314], [-6.6874, -1.1326, -4.0265], [-7.5479, 0.5812, -2.7006], [-5.6056, -0.6818, -0.4671], [-4.2527, -0.6305, 1.5512], [-2.9901, -0.9033, 3.4122], [-0.7778, -0.8338, 4.9980], [1.3507, -0.9065, 3.4268], [0.4410, -1.0191, 0.9601], [-0.7231, -1.4064, -0.7539], [1.5065, 2.6873, 2.9373], [2.3396, 1.8778, 2.0496], [3.3227, 1.0658, 2.4609], [3.6249, 0.9513, 3.6464], [4.0640, 0.2401, 1.3930], [5.4881, -0.1769, 1.8002], [6.2686, 0.9163, 2.2264], [3.9949, 0.7560, 0.0085], [4.3650, 1.9291, -0.5130], [5.0887, 2.9886, 0.2926], [4.0967, 2.1607, -1.6799], [1.0221, 3.4861, 2.3737], [2.1188, 3.1292, 3.7262], [0.7403, 2.0611, 3.3987], [2.1593, 1.9298, 1.0577], [3.5068, -0.6951, 1.3584], [5.9776, -0.6623, 0.9546], [5.4273, -0.8964, 2.6182], [5.9250, 1.2022, 3.0826], [3.5829, 0.1431, -0.6791], [4.6493, 3.1110, 1.2766], [5.0320, 3.9346, -0.2430], [6.1342, 2.7029, 0.3857]], "forces_ev_per_a": [[-0.794, -0.125, 0.461], [2.423, 0.247, 0.088], [-0.309, 0.235, 0.619], [-0.880, 0.190, 0.493], [-0.406, -0.049, -1.029], [-0.429, 0.184, 1.723], [1.317, -0.221, -1.371], [-0.209, 0.237, 0.077], [-0.056, 0.048, 0.126], [-0.477, 0.031, -0.705], [0.774, -0.092, 0.484], [-0.377, 0.009, -0.456], [0.365, -0.043, -0.533], [0.271, 0.026, 0.687], [0.747, 0.069, 0.852], [-0.972, 0.007, -0.431], [-0.747, -0.013, -0.213], [0.343, -0.005, -0.325], [-0.071, -0.020, -0.190], [-0.188, 0.119, 0.939], [-0.670, -0.017, -0.248], [-0.494, -0.237, -0.037], [0.173, -0.013, 0.108], [0.016, -0.025, 0.067], [0.238, -0.095, 0.021], [0.501, -0.327, -0.041], [0.135, 0.003, -0.185], [0.093, -0.019, -0.082], [0.281, -0.013, -0.141], [0.024, -0.027, -0.355], [-0.184, -0.012, -0.611], [-0.341, 0.043, 0.549], [-0.026, -0.030, -0.292], [0.203, -0.297, 0.164], [-0.336, 0.277, -0.703], [0.450, 0.246, 0.632], [0.072, -0.164, -0.359], [0.220, -0.054, -0.938], [-0.380, 0.312, 0.821], [0.312, 0.137, -0.184], [-0.588, -1.393, 1.600], [0.328, 1.898, -0.897], [-0.091, -0.270, 0.016], [0.003, -0.091, -0.391], [0.144, -0.169, -0.062], [-0.026, -0.102, -0.106], [-0.006, 0.070, 0.049], [0.037, -0.049, 0.102], [-0.176, -0.172, -0.051], [-0.030, 0.206, -0.002], [-0.145, -0.191, -0.044], [-0.070, -0.087, -0.053], [-0.036, 0.051, -0.030], [0.161, -0.026, 0.255], [-0.118, -0.183, -0.093], [0.003, -0.011, 0.223]], "nbo_charge": [-0.655, 0.730, -0.422, -0.263, 0.314, -0.211, 0.031, -0.092, -0.725, -0.119, -0.158, -0.204, -0.022, 0.095, -0.264, -0.300, -0.069, -0.515, -0.245, 0.259, -0.422, 0.422, 0.237, 0.175, 0.179, 0.476, 0.226, 0.219, 0.219, 0.227, 0.230, 0.414, 0.234, -0.419, -0.603, 0.661, -0.657, -0.160, -0.061, -0.726, -0.632, 0.670, -0.713, -0.627, 0.211, 0.221, 0.214, 0.410, 0.226, 0.193, 0.181, 0.486, 0.415, 0.217, 0.240, 0.254]}


{"formula": "C18H21CuN12", "method": "ωB97M-V/def2-TZVPD", "spin_multiplicity": 2, "largest_force_ha_per_bohr": 0.0142, "gap_ev": [7.362, 7.216], "energy_ev": -81529.07402, "lumo_ev": [2.884, 2.768], "charge": -1, "s2": 0.753, "homo_energy_ev": [-4.478, -4.449], "elements": ["Cu", "C", "N", "C", "C", "C", "C", "C", "C", "C", "N", "C", "C", "C", "C", "C", "C", "N", "C", "C", "H", "H", "H", "H", "H", "H", "H", "H", "H", "H", "H", "H", "H", "H", "H", "H", "H", "H", "H", "H", "N", "C", "N", "N", "N", "N", "C", "N", "N", "N", "N", "H"], "coordinates": [[-0.0334, -0.6687, 0.3110], [-2.9227, -1.0016, 0.7913], [-2.1372, -0.5782, -0.3747], [-2.3985, -1.4473, -1.5288], [-2.3423, 0.8235, -0.7119], [-3.6028, 1.2677, -1.0606], [-3.8240, 2.5779, -1.4655], [-2.7292, 3.4248, -1.5366], [-1.4577, 2.9955, -1.1847], [-1.2123, 1.6798, -0.7412], [-0.0070, 1.1121, -0.4094], [1.2431, 1.6924, -0.4608], [1.5670, 3.0569, -0.3551], [2.8698, 3.5090, -0.5130], [3.9100, 2.6259, -0.7581], [3.6252, 1.2658, -0.7682], [2.3372, 0.8032, -0.5825], [2.0662, -0.6217, -0.4930], [2.2350, -1.3095, -1.7769], [2.8660, -1.2602, 0.5597], [-4.0010, -0.9260, 0.6063], [-2.6626, -0.3837, 1.6499], [-2.6800, -2.0404, 1.0187], [-3.4622, -1.4466, -1.7982], [-2.0835, -2.4638, -1.2997], [-1.8207, -1.0913, -2.3815], [-4.4337, 0.5705, -1.0264], [-4.8165, 2.9169, -1.7331], [-2.8588, 4.4492, -1.8673], [-0.6502, 3.6957, -1.2894], [0.8080, 3.7645, -0.0692], [3.0718, 4.5705, -0.4226], [4.9227, 2.9799, -0.9000], [4.4302, 0.5501, -0.8950], [3.2818, -1.2935, -2.1067], [1.6215, -0.8143, -2.5303], [1.8989, -2.3415, -1.6814], [3.9389, -1.2246, 0.3358], [2.5631, -2.3035, 0.6468], [2.6835, -0.7587, 1.5090], [-0.0216, -2.7371, 2.9320], [0.0207, -1.3831, 3.2219], [0.0627, -0.9209, 4.4557], [0.0846, 0.4233, 4.2952], [0.0656, 0.7350, 3.0445], [0.0214, -0.4102, 2.3170], [-0.0174, -3.2873, 1.6732], [0.0035, -4.5899, 1.4489], [-0.0094, -4.6946, 0.1032], [-0.0054, -3.5301, -0.4473], [-0.0269, -2.5925, 0.5381], [0.0187, -3.3693, 3.7108]], "forces_ev_per_a": [[-0.015, 0.088, -0.726], [-0.005, -0.006, -0.018], [0.125, 0.147, 0.139], [0.033, -0.001, 0.012], [-0.070, -0.073, 0.004], [-0.033, 0.012, -0.002], [0.052, 0.005, -0.016], [0.009, -0.059, 0.046], [-0.067, 0.000, -0.064], [0.171, -0.066, 0.054], [-0.068, 0.274, 0.018], [-0.088, -0.011, 0.000], [0.021, -0.046, 0.025], [-0.015, -0.040, 0.002], [-0.086, 0.007, -0.011], [0.076, 0.013, 0.077], [-0.030, -0.053, -0.062], [-0.052, 0.090, 0.139], [-0.102, 0.047, 0.000], [0.056, -0.057, -0.070], [0.000, -0.015, -0.016], [0.002, 0.007, -0.029], [0.014, 0.010, 0.005], [-0.005, 0.016, -0.005], [0.006, -0.004, 0.028], [-0.004, 0.008, 0.013], [0.031, 0.012, 0.007], [0.016, -0.004, 0.021], [0.013, -0.011, -0.005], [0.116, 0.024, -0.001], [-0.085, 0.042, -0.054], [-0.017, -0.020, -0.001], [-0.003, -0.007, 0.016], [-0.021, 0.009, -0.011], [0.013, 0.012, 0.002], [0.021, 0.017, 0.021], [-0.004, -0.005, 0.037], [0.004, -0.022, 0.001], [-0.006, 0.004, -0.003], [-0.010, 0.016, -0.012], [-0.022, 0.081, -0.063], [0.032, -0.189, 0.002], [-0.045, 0.168, 0.049], [0.055, -0.009, -0.132], [-0.048, -0.133, 0.150], [0.042, 0.023, 0.142], [0.065, 0.108, 0.175], [-0.155, -0.104, -0.152], [0.242, 0.122, 0.001], [-0.191, -0.078, 0.147], [0.036, -0.335, 0.123], [-0.005, -0.014, -0.001]], "nbo_charge": [1.417, -0.415, -0.510, -0.413, 0.088, -0.211, -0.282, -0.208, -0.238, 0.170, -0.729, 0.153, -0.260, -0.199, -0.269, -0.240, 0.177, -0.519, -0.417, -0.419, 0.170, 0.229, 0.213, 0.167, 0.231, 0.208, 0.201, 0.202, 0.199, 0.203, 0.213, 0.202, 0.202, 0.201, 0.167, 0.208, 0.231, 0.168, 0.216, 0.227, -0.602, 0.432, -0.403, -0.118, -0.123, -0.571, 0.450, -0.397, -0.106, -0.156, -0.560, 0.420]}


{"formula": "C6H6O", "method": "ωB97M-V/def2-TZVPD", "largest_force_ha_per_bohr": 0.0559, "gap_ev": 11.207, "de_lowest_kj_mol": 446.83, "energy_ev": -8361.87503, "smiles": "C#CC(C)(O)C#C", "lumo_ev": 0.916, "homo_energy_ev": -10.290, "elements": ["C", "C", "C", "C", "O", "C", "C", "H", "H", "H", "H", "H", "H"], "coordinates": [[-2.0373, 1.6744, -0.3447], [-1.0605, 1.1620, 0.1031], [0.0750, 0.3487, 0.4821], [0.1372, -0.9901, -0.2809], [0.0078, 0.0322, 1.9267], [1.3920, 0.8342, 0.2266], [2.4999, 1.1728, -0.0171], [-2.9758, 1.9507, -0.7318], [1.0820, -1.5671, -0.0166], [-0.7377, -1.5650, -0.1671], [0.3302, -0.6453, -1.3411], [0.5033, -0.7614, 1.9333], [3.3643, 1.7230, -0.2797]], "forces_ev_per_a": [[-0.284, -0.201, 0.007], [0.411, -0.199, -0.142], [0.328, -2.108, 1.930], [1.833, 0.752, -1.696], [-1.099, 1.521, -1.204], [-0.203, 1.343, 0.081], [1.007, 0.907, -0.411], [-0.326, 0.475, -0.143], [-1.290, 0.706, 0.021], [-1.061, -0.707, -0.005], [-0.597, -0.907, 0.862], [0.831, -1.362, 0.663], [0.451, -0.222, 0.038]], "nbo_charge": [-0.173, -0.016, 0.065, -0.593, -0.671, -0.005, -0.218, 0.235, 0.222, 0.223, 0.232, 0.460, 0.239]}